1.
Computed, not measured: an isolated molecule of FH3OSi, with ωB97M-V/def2-TZVPD.

Each line ends with the natural charge from an NBO analysis.
Cartesian coordinates (Å):
O -1.20671 0.90641 -0.28424  -1.054
Si 0.41205 -0.25555 0.20766  1.667
F -0.13872 -1.25186 1.30516  -0.652
H -1.23731 1.11227 -1.17457  0.461
H 0.86134 -1.19912 -0.91981  -0.207
H 1.30934 0.68786 0.86581  -0.215

Summary:
energy: -12692.327 eV
E_LUMO: 0.68 eV
relative energy (zero: lowest compared OMol25 entry of this formula, charge and spin): 1.526 eV
gap between HOMO and LUMO: 11.57 eV
charge: 0
HOMO energy: -10.89 eV
SMILES: O[SiH2]F
strongest force on any atom: 6.4 eV/Å

---

2.
Computed, not measured: an isolated molecule of C21H23N3O5S, with ωB97M-V/def2-TZVPD.

Each line ends with the natural charge from an NBO analysis.
Cartesian coordinates (Å):
C 3.10571 1.25262 -1.94576  -0.644
C 3.95733 0.22025 -1.31041  0.170
N 4.74135 -0.56062 -2.00110  -0.130
O 5.37019 -1.38928 -1.13258  -0.275
C 4.96466 -1.12037 0.11822  0.357
C 5.53314 -1.93106 1.22379  -0.670
C 4.06173 -0.09102 0.08004  -0.221
C 3.32332 0.57528 1.19221  -0.077
O 1.92851 0.65869 0.94505  -0.537
C 1.24543 -0.49021 0.63774  0.393
C 1.66463 -1.74772 1.05737  -0.316
C 0.93128 -2.87779 0.74375  -0.162
C -0.22696 -2.77309 -0.00529  -0.244
C -0.64340 -1.52964 -0.43744  -0.141
C 0.07155 -0.37720 -0.12388  -0.234
C -0.49218 0.89955 -0.65505  0.678
O -1.19249 0.91638 -1.65139  -0.633
N -0.18691 2.02534 0.03687  -0.622
C -0.90388 3.25366 -0.18762  -0.216
C -2.11032 3.37864 0.76959  -0.434
C -2.95805 2.15204 0.60586  0.003
C -3.89850 2.07937 -0.41595  -0.192
C -4.55116 0.89019 -0.68191  -0.173
C -4.25544 -0.22276 0.07791  -0.343
S -4.97728 -1.78618 -0.35412  2.302
N -3.81994 -2.35501 -1.44066  -1.077
O -4.95301 -2.67872 0.76725  -0.940
O -6.21794 -1.57635 -1.04709  -0.936
C -3.35276 -0.16899 1.11807  -0.196
C -2.70792 1.02565 1.38390  -0.164
H 3.20147 2.19901 -1.41684  0.220
H 3.40057 1.37605 -2.98330  0.240
H 2.05959 0.95016 -1.90948  0.237
H 5.03032 -2.89694 1.27717  0.235
H 6.58855 -2.11366 1.03619  0.245
H 5.41843 -1.41627 2.17362  0.227
H 3.63478 1.62237 1.27928  0.209
H 3.52586 0.07486 2.14783  0.185
H 2.56397 -1.85047 1.64318  0.213
H 1.27380 -3.84189 1.08921  0.214
H -0.80056 -3.65203 -0.25263  0.215
H -1.54024 -1.42296 -1.02918  0.256
H 0.35781 1.94143 0.87963  0.411
H -1.26097 3.22695 -1.21952  0.232
H -0.22671 4.10104 -0.05497  0.201
H -1.75086 3.46179 1.79696  0.207
H -2.66812 4.28031 0.51712  0.221
H -4.09856 2.95165 -1.01984  0.215
H -5.27794 0.80439 -1.47358  0.239
H -3.67932 -3.34693 -1.33717  0.403
H -4.04985 -2.11662 -2.39233  0.401
H -3.16187 -1.06235 1.69049  0.244
H -1.99086 1.07846 2.19079  0.206

Summary:
energy: -47692.686 eV
E_LUMO: 0.38 eV
relative energy (zero: lowest compared OMol25 entry of this formula, charge and spin): 3.428 eV
gap between HOMO and LUMO: 9.50 eV
charge: 0
HOMO energy: -9.12 eV
SMILES: Cc1noc(C)c1COc1ccccc1C(=O)NCCc1ccc(S(N)(=O)=O)cc1
strongest force on any atom: 1.3 eV/Å

---

3.
Computed, not measured: a structure of composition C42H47N9ORbS3Si, with ωB97M-V/def2-TZVPD.

Each line ends with the Löwdin charge.
Cartesian coordinates (Å):
Rb -0.20513 -0.04385 0.30095  0.641
C 0.09744 -7.71457 1.49414  -0.066
C 0.58986 -6.29140 1.47461  -0.303
C 1.75115 -5.91847 0.79637  -0.063
C 2.17187 -4.60632 0.76629  -0.021
C 1.47714 -3.54648 1.39985  -0.274
N 1.89634 -2.25522 1.26383  0.048
C 3.17399 -1.97889 1.61039  -0.269
C 3.82983 -2.58907 2.71375  -0.023
C 5.09248 -2.22278 3.12781  -0.070
C 5.82463 -1.22614 2.48067  -0.307
C 7.18308 -0.79202 2.96220  -0.077
C 5.22848 -0.64737 1.37019  0.000
C 3.96375 -1.01539 0.93463  -0.146
N 3.53066 -0.47223 -0.31554  -0.115
C 3.98779 -0.85271 -1.52504  -0.072
C 3.38738 -0.04715 -2.46562  -0.060
C 2.56212 0.80350 -1.71198  -0.175
N 2.65308 0.54149 -0.41333  0.046
C 0.32153 -3.95480 2.10871  -0.147
C -0.10028 -5.28184 2.12550  -0.050
N -0.42569 -3.04899 2.92050  -0.087
C -0.87435 -3.30191 4.17324  -0.079
C -1.59029 -2.20129 4.58022  -0.065
C -1.50821 -1.31354 3.49151  -0.157
N -0.81099 -1.83728 2.49615  0.021
H 0.80952 -8.37663 0.99997  0.067
H -0.86133 -7.82271 0.97951  0.069
H -0.04021 -8.08067 2.51441  0.072
H 2.33027 -6.67383 0.27407  0.102
H 3.07278 -4.33882 0.22622  0.115
H 3.28973 -3.35646 3.25631  0.108
H 5.52430 -2.71975 3.99197  0.101
H 7.60552 -1.52515 3.65153  0.065
H 7.14378 0.16533 3.48993  0.070
H 7.88602 -0.67550 2.13395  0.068
H 5.75906 0.10405 0.79262  0.122
H 4.69424 -1.66111 -1.61143  0.122
H 3.50573 -0.08044 -3.53470  0.087
H 1.89132 1.58073 -2.05036  0.056
H -1.00725 -5.52117 2.67125  0.101
H -0.62371 -4.21944 4.67725  0.117
H -2.07040 -2.04809 5.53109  0.083
H -1.88392 -0.30514 3.40469  0.089
N -5.25054 -0.50696 0.59792  0.166
C -5.35372 0.87018 0.53570  -0.191
C -6.42180 1.74626 0.69708  -0.035
C -6.14379 3.09176 0.54108  -0.106
C -4.85291 3.54612 0.22611  -0.096
C -3.79614 2.67031 0.06734  -0.014
C -4.05954 1.31243 0.23680  -0.206
N -3.19725 0.23248 0.12826  0.154
C -3.93690 -0.81525 0.33344  -0.276
C -3.45512 -2.19684 0.30573  -0.325
C -4.07635 -3.26605 0.87650  -0.352
S -3.13598 -4.67243 0.64118  1.022
C -1.98490 -3.73216 -0.22218  -0.443
N -2.26725 -2.47661 -0.32588  0.051
H -6.00456 -1.16319 0.68177  0.151
H -7.42075 1.39935 0.92940  0.100
H -6.94434 3.81228 0.65400  0.093
H -4.68922 4.60783 0.08978  0.098
H -2.80137 2.99136 -0.22029  0.050
H -4.98352 -3.28747 1.45739  0.070
H -1.08246 -4.18627 -0.60798  0.090
C -1.86507 4.56005 -4.69900  -0.194
Si -0.37574 3.48376 -5.08255  0.487
C 1.22938 4.29345 -4.54357  -0.192
C -0.28429 3.39019 -6.97237  -0.205
C -0.55695 1.72047 -4.46554  -0.269
C -0.60486 0.65687 -5.35316  -0.111
C -0.72310 -0.65347 -4.89716  -0.096
C -0.77709 -0.83811 -3.52860  -0.176
N -0.73059 0.14838 -2.64038  -0.032
C -0.63515 1.42354 -3.07310  -0.788
S -0.57956 2.69806 -1.89483  0.523
H -1.75885 5.54142 -5.17086  0.022
H -1.98352 4.68693 -3.62451  -0.005
H -2.77326 4.09363 -5.08999  0.028
H 1.33492 5.27685 -5.01117  0.022
H 2.08027 3.68118 -4.85462  0.028
H 1.26379 4.40492 -3.46123  -0.006
H -0.17821 4.39566 -7.38871  0.022
H -1.18545 2.94799 -7.40457  0.024
H 0.57467 2.80300 -7.30714  0.025
H -0.54803 0.84127 -6.42111  0.082
H -0.76380 -1.49533 -5.57553  0.085
H -0.86477 -1.83790 -3.10934  0.095
C -2.03766 4.64622 3.06043  -0.137
C -0.57487 4.46261 2.69406  -0.390
S -0.32519 2.81509 1.99911  0.813
O -0.65668 1.85267 3.09990  -0.544
C 1.47366 2.86216 1.87267  -0.396
C 1.95549 3.78058 0.75943  -0.139
H -2.19264 5.61999 3.52688  0.071
H -2.34955 3.87188 3.76094  0.071
H -2.67660 4.58169 2.17852  0.058
H 0.07544 4.53895 3.56933  0.094
H -0.24951 5.17949 1.93780  0.085
H 1.75765 1.83251 1.64907  0.050
H 1.86106 3.12236 2.86041  0.093
H 1.42865 3.56726 -0.17324  0.016
H 3.01635 3.60131 0.58296  0.076
H 1.82496 4.83482 1.00934  0.063

Summary:
energy: -100818.230 eV
E_LUMO: 1.84 eV
relative energy (zero: lowest compared OMol25 entry of this formula, charge and spin): 0.237 eV
gap between HOMO and LUMO: 5.64 eV
charge: -1
HOMO energy: -3.80 eV
strongest force on any atom: 0.3 eV/Å